1.
Density functional theory data (ωB97M-V/def2-TZVPD) for C15H22O4 in the gas phase.

ΔE to the lowest compared entry with this formula, charge and spin	31.9	kcal/mol
E_HOMO	-8.89	eV

ORCA input file:
```
! RIJCOSX wB97M-V def2-TZVPD def2/J DEFGRID3
* xyz 0 1
C 2.76 -2.16 -0.35
O 1.76 -1.75 0.55
C 1.01 -2.80 1.09
C 0.23 -2.27 2.31
C -0.74 -1.17 2.02
C -0.39 0.04 1.60
C -1.37 1.15 1.32
O -2.63 0.96 1.92
C -0.77 2.51 1.75
O 0.43 2.85 1.12
C 0.31 3.38 -0.18
C 0.06 2.35 -1.26
C 0.94 1.29 -1.41
C 0.72 0.33 -2.39
C -0.38 0.43 -3.22
C -1.26 1.50 -3.08
C -1.04 2.45 -2.10
O 0.24 -3.46 0.12
C -0.71 -2.67 -0.57
H 3.24 -1.26 -0.71
H 3.49 -2.81 0.14
H 2.32 -2.71 -1.19
H 1.69 -3.60 1.44
H -0.30 -3.13 2.75
H 0.98 -1.92 3.02
H -1.79 -1.40 2.16
H 0.64 0.29 1.44
H -1.58 1.18 0.24
H -2.49 0.82 2.87
H -1.53 3.29 1.60
H -0.53 2.46 2.82
H 1.27 3.88 -0.37
H -0.49 4.14 -0.20
H 1.79 1.21 -0.75
H 1.41 -0.49 -2.50
H -0.56 -0.31 -3.98
H -2.12 1.58 -3.73
H -1.73 3.28 -1.99
H -0.30 -1.69 -0.83
H -0.95 -3.22 -1.48
H -1.62 -2.54 0.02
*
```


2.
Density functional theory data (ωB97M-V/def2-TZVPD) for a molecular structure, C15H23AlBeClFLiNNaO10 in a non-equilibrium geometry.

E_HOMO	-9.14	eV

ORCA input file:
```
! RIJCOSX wB97M-V def2-TZVPD def2/J DEFGRID3
* xyz 1 1
C -3.84 -0.23 0.94
C -3.36 0.42 -0.24
N -2.50 1.38 -1.09
C -3.56 2.12 -1.94
C -4.26 3.22 -2.53
C -1.53 0.62 -1.97
C -1.29 1.39 -3.43
C 0.09 0.89 -4.19
C -0.01 0.47 -1.32
C -0.01 0.25 0.31
C 1.51 0.08 0.91
C 1.61 -1.02 2.15
O 0.59 -1.78 2.58
O 2.97 -1.17 2.76
C -2.17 -0.89 -2.29
O -3.10 -1.09 -3.24
O -1.68 -2.09 -1.55
H -4.23 -0.69 1.97
H -4.72 4.20 -3.02
H -1.16 2.56 -3.29
H -2.19 1.18 -4.18
H 0.96 1.58 -3.74
H 0.35 -0.24 -4.01
H 0.06 1.13 -5.34
H 0.62 1.46 -1.51
H 0.53 -0.48 -1.78
H -0.74 -0.65 0.56
H -0.49 1.21 0.83
H 1.87 1.15 1.23
H 2.18 -0.36 0.03
H 3.32 -0.21 2.75
Na -5.48 -1.40 2.65
Al -3.50 -3.31 -0.75
O -5.52 -2.92 5.83
H -5.40 -3.84 5.54
H -5.13 -2.90 6.72
C 5.54 -3.52 3.31
O 5.51 -2.18 2.83
H 6.58 -3.85 3.35
H 5.11 -3.56 4.31
H 4.98 -4.16 2.63
H 4.57 -1.92 2.81
C -3.84 5.03 0.65
O -4.02 4.68 1.92
H -2.82 5.30 0.34
H -4.10 4.27 -0.11
H -4.41 5.90 0.28
C 7.72 -1.42 0.64
O 6.79 -0.68 0.35
O 8.69 -1.09 1.33
O 7.84 -2.59 0.28
Be -0.38 -4.03 0.03
F 0.99 3.36 -4.54
Cl 1.26 -2.43 -1.61
Li 3.20 2.87 -5.16
*
```


3.
Density functional theory data (ωB97M-V/def2-TZVPD) for a molecular structure, C15H23BCrN6Si in a non-equilibrium geometry.

ΔE to the lowest compared entry with this formula, charge and spin	0.0	kcal/mol
E_HOMO (alpha / beta)	-15.30 / -15.14	eV

ORCA input file:
```
! RIJCOSX wB97M-V def2-TZVPD def2/J DEFGRID3
* xyz 2 5
C 2.16 -0.88 1.42
N 0.86 -0.91 1.06
N 0.30 -2.05 1.61
C 1.22 -2.69 2.34
C 2.41 -1.97 2.26
B -1.18 -2.40 1.25
N -2.01 -1.14 1.66
N -1.65 0.10 1.15
C -2.54 1.01 1.60
C -3.47 0.35 2.40
C -3.11 -1.00 2.41
Cr -0.25 0.22 -0.20
N -1.22 -2.48 -0.30
N -0.80 -1.35 -1.03
C -0.92 -1.66 -2.34
C -1.45 -2.94 -2.46
C -1.62 -3.42 -1.16
H -0.61 -0.95 -3.10
H -2.02 -4.36 -0.79
H -1.68 -3.46 -3.38
H -1.57 -3.41 1.75
H -3.53 -1.87 2.90
H 0.95 -3.59 2.87
H -4.31 0.80 2.91
H 3.34 -2.23 2.73
H -2.45 2.04 1.29
H 2.83 -0.11 1.05
H -2.38 1.00 -1.53
C -1.39 1.46 -1.44
H -1.47 2.45 -0.98
H 3.11 0.47 -2.99
H -0.91 1.52 -2.42
C 3.89 3.07 -1.52
Si 2.13 2.83 -0.92
C 2.05 3.17 0.93
C 0.98 4.06 -1.73
C 1.54 1.05 -1.32
C 2.31 0.63 -2.24
H 4.13 4.13 -1.67
H 4.03 2.55 -2.48
H 4.63 2.65 -0.82
H 2.60 4.11 1.14
H 1.02 3.31 1.26
H 2.51 2.38 1.52
H 0.51 3.63 -2.62
H 0.18 4.37 -1.04
H 1.53 4.96 -2.03
*
```


4.
Density functional theory data (ωB97M-V/def2-TZVPD) for 2 unconnected molecules or ions with the total composition C15H23BF4IO5 in a non-equilibrium geometry.

E_HOMO	-4.01	eV

ORCA input file:
```
! RIJCOSX wB97M-V def2-TZVPD def2/J DEFGRID3
* xyz -1 1
C 1.53 3.63 -0.31
C 0.31 3.26 -1.14
C 0.45 1.89 -1.85
C -0.87 1.13 -1.84
O -1.80 1.70 -2.68
B -2.95 0.71 -2.70
O -2.27 -0.58 -2.36
C -0.85 -0.36 -2.22
C -0.26 -0.56 -3.63
C 1.10 -1.28 -3.73
C 1.89 -0.78 -4.94
I 4.00 -1.17 -4.74
C -0.41 -1.39 -1.15
C -0.04 -0.81 0.23
C 0.91 -1.70 1.00
F 1.38 -2.81 0.42
C 1.30 -1.45 2.23
F 1.07 -0.30 2.85
F 1.92 -2.29 3.05
H 2.46 3.40 -0.85
H 1.56 3.07 0.62
H 1.56 4.69 -0.08
H 0.14 4.03 -1.90
H -0.59 3.26 -0.52
H 1.23 1.34 -1.33
H 0.72 2.10 -2.89
H -1.29 1.17 -0.81
H -3.45 0.76 -3.83
H -3.83 1.00 -1.87
H -0.99 -1.11 -4.23
H -0.17 0.42 -4.11
H 0.94 -2.34 -3.88
H 1.71 -1.13 -2.83
H 1.80 0.29 -5.08
H 1.60 -1.31 -5.85
H -1.28 -2.03 -1.01
H 0.40 -2.03 -1.49
H 0.42 0.17 0.16
H -0.94 -0.72 0.84
C -0.29 -1.34 5.64
C -0.23 -1.41 7.15
O -1.38 -0.68 7.53
C -2.30 -0.79 6.52
O -3.44 -0.52 6.62
O -1.70 -1.27 5.40
F 0.87 -0.80 7.65
H 0.19 -0.43 5.26
H 0.14 -2.20 5.14
H -0.29 -2.41 7.56
*
```


5.
Density functional theory data (ωB97M-V/def2-TZVPD) for a molecular structure, C15H23BaF6O2PS3 in a non-equilibrium geometry.

ΔE to the lowest compared entry with this formula, charge and spin	2.2	kcal/mol
E_HOMO (alpha / beta)	-3.17 / -4.05	eV

ORCA input file:
```
! RIJCOSX wB97M-V def2-TZVPD def2/J DEFGRID3
* xyz -1 2
Ba 0.48 0.13 -0.19
C -6.42 -0.57 2.08
C -5.32 -1.04 1.18
C -4.17 -1.63 1.70
C -3.12 -2.01 0.88
C -3.24 -1.79 -0.48
C -4.36 -1.20 -1.03
C -5.40 -0.84 -0.19
S -1.88 -2.16 -1.57
C -2.15 -3.93 -1.73
O -0.64 -2.09 -0.70
H -6.33 -1.01 3.07
H -7.40 -0.82 1.67
H -6.37 0.52 2.19
H -4.08 -1.78 2.77
H -2.21 -2.41 1.29
H -4.41 -0.98 -2.09
H -6.27 -0.35 -0.61
H -2.14 -4.38 -0.74
H -1.35 -4.34 -2.34
H -3.12 -4.09 -2.20
C 5.97 -0.46 -2.28
O 5.08 -1.25 -1.50
C 3.83 -0.88 -1.24
S 3.29 0.68 -1.75
S 3.00 -1.99 -0.30
H 6.22 -1.03 -3.17
H 6.86 -0.28 -1.68
H 5.51 0.49 -2.56
F -1.92 0.85 -0.58
P -2.02 2.35 -1.39
F -2.30 3.04 0.02
F -2.08 3.73 -2.17
F -3.58 2.06 -1.62
F -0.38 2.52 -1.14
F -1.66 1.54 -2.75
C 0.38 1.14 4.93
C 0.52 1.63 3.48
C 1.98 2.02 3.24
C -0.36 2.88 3.31
C 0.08 0.58 2.49
H 0.64 1.93 5.64
H 1.04 0.29 5.11
H -0.64 0.83 5.13
H 2.31 2.80 3.93
H 2.11 2.40 2.22
H 2.63 1.15 3.35
H -0.09 3.66 4.03
H -1.41 2.64 3.45
H -0.25 3.30 2.31
H -0.88 0.19 2.87
*
```


6.
Density functional theory data (ωB97M-V/def2-TZVPD) for a molecular structure, C15H23CeI2OP2 in a non-equilibrium geometry.

ΔE to the lowest compared entry with this formula, charge and spin	18.3	kcal/mol
E_HOMO (alpha / beta)	-13.94 / -13.94	eV

ORCA input file:
```
! RIJCOSX wB97M-V def2-TZVPD def2/J DEFGRID3
* xyz 2 2
I 6.60 -1.11 -2.13
I 6.42 -2.49 0.18
Ce 1.30 -1.25 1.22
P 1.93 1.43 0.90
C 3.65 2.02 1.09
C 1.26 2.92 0.19
H 1.42 3.74 0.90
H 1.66 2.59 2.94
H 0.20 2.79 0.00
H 0.30 1.42 2.76
H 4.03 2.23 0.08
H 1.81 3.14 -0.73
C 1.39 1.55 2.67
H 3.60 2.95 1.68
H 1.94 0.85 3.33
H 4.25 1.27 1.61
P 0.61 -2.10 -1.33
C 1.68 -3.26 -2.24
C -0.44 -3.31 -0.41
H -1.21 -0.95 -2.37
H -0.91 -2.56 -3.09
H 0.18 -1.21 -3.48
C -0.45 -1.65 -2.70
H -1.30 -2.81 0.07
H -0.80 -3.99 -1.21
H 1.02 -4.01 -2.71
H 2.37 -3.75 -1.55
H 0.15 -3.90 0.32
H 2.20 -2.69 -3.01
C 2.90 -0.75 -0.52
O 3.61 -0.46 -1.39
C -0.44 -0.14 0.40
C -1.61 0.31 0.40
C -2.92 0.79 0.50
C -3.29 1.56 1.63
C -4.63 1.85 1.86
C -5.61 1.41 0.95
C -5.24 0.73 -0.21
C -3.90 0.43 -0.45
H -2.53 1.93 2.32
H -4.91 2.45 2.73
H -6.66 1.66 1.13
H -5.99 0.45 -0.96
H -3.62 -0.08 -1.37
*
```


7.
Density functional theory data (ωB97M-V/def2-TZVPD) for C15H23ClN4O4S in the gas phase.

ΔE to the lowest compared entry with this formula, charge and spin	10.5	kcal/mol
E_HOMO	-8.46	eV

ORCA input file:
```
! RIJCOSX wB97M-V def2-TZVPD def2/J DEFGRID3
* xyz 0 1
C -0.17 1.90 1.68
O -0.82 0.73 1.21
C -1.93 0.91 0.33
C -1.46 1.12 -1.12
O -2.25 1.39 -2.01
N -0.14 0.92 -1.32
C 0.42 0.92 -2.65
C 1.94 0.75 -2.61
C 2.49 0.50 -4.00
O 2.08 1.56 -4.83
N 2.38 -0.32 -1.73
C 2.65 -0.10 -0.41
O 2.62 1.01 0.08
C 3.00 -1.33 0.41
C 1.78 -1.79 1.16
C 0.85 -2.79 0.79
C -0.08 -2.74 1.80
Cl -1.49 -3.68 2.02
N 0.31 -1.81 2.69
C -0.41 -1.31 3.84
N 1.45 -1.22 2.30
C -2.72 -0.41 0.39
C -3.86 -0.29 1.41
S -3.71 1.32 2.24
C -2.90 2.00 0.77
H 0.79 1.57 2.09
H 0.02 2.62 0.88
H -0.75 2.38 2.47
H 0.43 0.75 -0.51
H -0.03 0.12 -3.24
H 0.19 1.85 -3.17
H 2.39 1.67 -2.21
H 3.59 0.43 -3.94
H 2.11 -0.46 -4.37
H 2.42 1.42 -5.72
H 2.32 -1.27 -2.06
H 3.39 -2.13 -0.21
H 3.76 -1.03 1.13
H 0.86 -3.45 -0.06
H 0.33 -0.92 4.54
H -1.08 -0.50 3.54
H -0.97 -2.11 4.30
H -3.12 -0.65 -0.60
H -2.01 -1.19 0.66
H -4.83 -0.34 0.91
H -3.84 -1.08 2.16
H -2.41 2.94 1.01
H -3.61 2.17 -0.03
*
```


8.
Density functional theory data (ωB97M-V/def2-TZVPD) for a molecular structure, C15H23F3N2O4Tl in a non-equilibrium geometry.

E_HOMO	-18.03	eV

ORCA input file:
```
! RIJCOSX wB97M-V def2-TZVPD def2/J DEFGRID3
* xyz 3 1
C 1.30 2.65 4.05
C 0.49 2.15 2.79
O -0.05 3.18 2.03
C -1.07 3.88 2.60
C -2.50 3.43 1.99
O -2.60 2.04 2.03
C -3.32 1.48 1.00
C -2.37 1.27 -0.36
O -1.63 0.13 -0.21
C -1.67 -0.72 -1.36
C -0.45 -0.45 -2.28
C -0.30 1.00 -2.42
N -0.24 2.14 -2.37
C 0.91 -1.23 -1.97
C 1.94 -0.47 -2.72
N 2.73 -0.06 -3.45
C 0.73 -2.65 -2.54
C 1.86 -3.70 -2.40
C 1.96 -4.48 -1.07
O 3.10 -3.15 -2.78
C 1.30 -1.15 -0.49
F 2.58 -1.47 -0.31
F 1.16 0.11 -0.01
F 0.55 -1.94 0.29
H 1.48 3.72 3.92
H 0.68 2.55 4.93
H 2.22 2.08 4.17
H -0.28 1.42 3.11
H 1.17 1.62 2.13
H -1.11 3.82 3.69
H -0.98 4.93 2.26
H -3.28 3.89 2.62
H -2.59 3.80 0.97
H -3.57 0.47 1.31
H -4.21 2.04 0.73
H -3.07 1.24 -1.20
H -1.70 2.14 -0.37
H -1.68 -1.76 -1.03
H -2.58 -0.57 -1.96
H -0.73 -0.84 -3.26
H 0.59 -2.53 -3.61
H -0.20 -3.12 -2.18
H 1.62 -4.47 -3.14
H 2.31 -5.49 -1.28
H 1.02 -4.57 -0.53
H 2.70 -4.03 -0.36
H 3.79 -3.37 -2.15
Tl 4.02 -4.96 1.19
*
```


Please write out number 6 again, unchanged.
Density functional theory data (ωB97M-V/def2-TZVPD) for a molecular structure, C15H23CeI2OP2 in a non-equilibrium geometry.

ΔE to the lowest compared entry with this formula, charge and spin	18.3	kcal/mol
E_HOMO (alpha / beta)	-13.94 / -13.94	eV

ORCA input file:
```
! RIJCOSX wB97M-V def2-TZVPD def2/J DEFGRID3
* xyz 2 2
I 6.60 -1.11 -2.13
I 6.42 -2.49 0.18
Ce 1.30 -1.25 1.22
P 1.93 1.43 0.90
C 3.65 2.02 1.09
C 1.26 2.92 0.19
H 1.42 3.74 0.90
H 1.66 2.59 2.94
H 0.20 2.79 0.00
H 0.30 1.42 2.76
H 4.03 2.23 0.08
H 1.81 3.14 -0.73
C 1.39 1.55 2.67
H 3.60 2.95 1.68
H 1.94 0.85 3.33
H 4.25 1.27 1.61
P 0.61 -2.10 -1.33
C 1.68 -3.26 -2.24
C -0.44 -3.31 -0.41
H -1.21 -0.95 -2.37
H -0.91 -2.56 -3.09
H 0.18 -1.21 -3.48
C -0.45 -1.65 -2.70
H -1.30 -2.81 0.07
H -0.80 -3.99 -1.21
H 1.02 -4.01 -2.71
H 2.37 -3.75 -1.55
H 0.15 -3.90 0.32
H 2.20 -2.69 -3.01
C 2.90 -0.75 -0.52
O 3.61 -0.46 -1.39
C -0.44 -0.14 0.40
C -1.61 0.31 0.40
C -2.92 0.79 0.50
C -3.29 1.56 1.63
C -4.63 1.85 1.86
C -5.61 1.41 0.95
C -5.24 0.73 -0.21
C -3.90 0.43 -0.45
H -2.53 1.93 2.32
H -4.91 2.45 2.73
H -6.66 1.66 1.13
H -5.99 0.45 -0.96
H -3.62 -0.08 -1.37
*
```